Density functional theory data (wB97M-V/def2-TZVPD) for a 10-piece molecular cluster, C35H82O21P2S5 overall.

Values from the calculation:
Electronic energy = -5636.54442 Ha
LUMO = 0.44 eV
Net charge = 0
Gap between HOMO and LUMO = 10.1712 eV

Cartesian coordinates (Å):
1 C -10.091 -22.694 14.491
2 C -9.398 -21.375 14.656
3 O -9.376 -20.568 13.406
4 P -10.677 -19.887 12.800
5 O -11.715 -20.626 12.069
6 O -11.408 -19.104 14.024
7 C -10.722 -18.160 14.852
8 C -11.526 -16.993 15.102
9 O -9.909 -18.832 11.978
10 C -10.569 -17.891 11.091
11 C -9.959 -18.004 9.737
12 H -9.544 -23.370 13.885
13 H -10.265 -23.060 15.498
14 H -11.159 -22.567 14.157
15 H -9.879 -20.812 15.500
16 H -8.350 -21.503 14.878
17 H -10.517 -18.676 15.760
18 H -9.764 -18.024 14.443
19 H -11.531 -16.374 14.234
20 H -12.562 -17.252 15.417
21 H -11.037 -16.562 15.950
22 H -11.648 -18.150 10.965
23 H -10.432 -16.919 11.512
24 H -10.400 -18.825 9.194
25 H -10.251 -17.139 9.052
26 H -8.898 -18.134 9.796
27 C -4.587 -22.352 20.022
28 C -4.934 -21.042 19.314
29 O -5.194 -20.088 20.314
30 P -5.080 -18.483 20.143
31 O -3.727 -17.959 19.880
32 O -6.001 -18.097 18.881
33 C -7.412 -18.438 18.942
34 C -8.249 -17.167 18.777
35 O -5.918 -18.022 21.405
36 C -5.364 -17.716 22.644
37 C -4.612 -18.782 23.388
38 H -4.407 -23.140 19.355
39 H -3.768 -22.275 20.666
40 H -5.614 -22.668 20.462
41 H -4.259 -20.663 18.579
42 H -5.822 -21.237 18.656
43 H -7.536 -19.212 18.202
44 H -7.593 -18.874 19.931
45 H -7.947 -16.448 19.531
46 H -8.204 -16.729 17.794
47 H -9.329 -17.355 18.961
48 H -4.763 -16.836 22.600
49 H -6.247 -17.389 23.200
50 H -4.118 -18.227 24.137
51 H -5.198 -19.556 23.837
52 H -3.797 -19.168 22.757
53 O -5.675 -21.299 12.051
54 S -6.224 -21.364 10.698
55 O -5.329 -20.982 9.619
56 C -6.884 -22.992 10.302
57 C -8.416 -22.862 10.464
58 C -8.777 -21.405 10.038
59 C -7.743 -20.481 10.689
60 H -6.488 -23.707 11.069
61 H -6.394 -23.312 9.371
62 H -8.929 -23.617 9.854
63 H -8.813 -23.118 11.468
64 H -9.767 -21.157 10.376
65 H -8.725 -21.445 8.951
66 H -7.901 -20.257 11.763
67 H -7.612 -19.606 10.041
68 O -0.126 -15.687 15.977
69 S -0.234 -16.939 16.658
70 O -0.677 -18.083 15.945
71 C 1.317 -17.340 17.560
72 C 0.785 -17.841 18.941
73 C -0.414 -16.957 19.311
74 C -1.397 -16.855 18.148
75 H 1.894 -16.430 17.621
76 H 1.767 -18.095 16.982
77 H 0.385 -18.839 18.766
78 H 1.647 -17.787 19.641
79 H -0.053 -15.993 19.676
80 H -0.851 -17.307 20.236
81 H -1.912 -15.933 17.998
82 H -2.026 -17.706 18.023
83 O -6.814 -24.711 12.765
84 S -6.297 -24.868 14.101
85 O -7.182 -25.383 15.079
86 C -4.853 -25.849 13.960
87 C -3.651 -24.930 14.148
88 C -4.110 -23.513 13.751
89 C -5.441 -23.298 14.478
90 H -4.842 -26.440 13.053
91 H -5.079 -26.531 14.807
92 H -3.278 -24.869 15.182
93 H -2.821 -25.263 13.516
94 H -4.195 -23.478 12.677
95 H -3.344 -22.822 14.071
96 H -5.995 -22.521 14.068
97 H -5.334 -23.249 15.594
98 O -7.444 -17.691 15.804
99 S -6.418 -18.643 15.429
100 O -6.534 -19.990 15.921
101 C -6.324 -18.680 13.625
102 C -4.920 -18.108 13.375
103 C -4.007 -18.554 14.553
104 C -4.794 -18.092 15.737
105 H -7.030 -18.020 13.139
106 H -6.409 -19.694 13.350
107 H -4.453 -18.563 12.470
108 H -4.913 -16.999 13.260
109 H -3.009 -18.055 14.466
110 H -3.862 -19.635 14.435
111 H -4.829 -17.004 15.757
112 H -4.439 -18.356 16.769
113 O -4.984 -15.491 11.229
114 S -5.288 -16.111 9.981
115 O -6.580 -16.724 9.844
116 C -5.041 -14.952 8.587
117 C -3.747 -15.533 7.931
118 C -3.783 -17.041 8.057
119 C -4.054 -17.354 9.584
120 H -4.974 -13.947 8.915
121 H -5.854 -15.157 7.901
122 H -3.645 -15.198 6.905
123 H -2.935 -15.071 8.514
124 H -2.849 -17.490 7.800
125 H -4.647 -17.444 7.475
126 H -3.140 -17.048 10.166
127 H -4.337 -18.396 9.789
128 C -2.275 -20.453 11.418
129 O -2.692 -19.929 10.171
130 H -1.787 -19.686 11.999
131 H -3.155 -20.715 12.043
132 H -1.569 -21.287 11.316
133 H -3.417 -20.537 9.882
134 C -1.636 -15.472 12.674
135 O -2.222 -15.024 11.471
136 H -2.208 -15.395 13.578
137 H -1.264 -16.510 12.542
138 H -0.784 -14.810 12.796
139 H -3.164 -15.260 11.595
140 C -2.108 -21.177 16.649
141 O -1.564 -21.157 15.330
142 H -1.327 -20.730 17.275
143 H -3.003 -20.657 16.699
144 H -2.322 -22.205 16.940
145 H -1.329 -20.257 15.065